(1)
The following is a quantum chemistry calculation of 3 unconnected molecules or ions with the total composition C30H48N3O4, from the Open Molecules 2025 dataset.

Positions of all 85 atoms, in Å:
1 C -5.910 7.004 -0.187
2 C -5.076 7.096 -1.289
3 C -4.655 5.946 -1.936
4 C -5.037 4.684 -1.496
5 C -4.607 3.452 -2.251
6 C -3.466 2.591 -1.628
7 C -2.938 3.050 -0.267
8 C -2.022 4.244 -0.379
9 C -0.995 4.291 -1.287
10 N -0.191 5.384 -1.410
11 C -0.334 6.468 -0.672
12 C -1.339 6.526 0.297
13 C -1.503 7.685 1.089
14 C -2.468 7.737 2.037
15 C -3.291 6.610 2.249
16 C -3.156 5.482 1.494
17 C -2.192 5.395 0.473
18 C -5.859 4.612 -0.375
19 C -6.290 5.754 0.273
20 H -6.270 7.897 0.306
21 H -4.779 8.066 -1.664
22 H -4.023 6.042 -2.812
23 H -4.283 3.780 -3.237
24 H -5.492 2.830 -2.383
25 H -2.636 2.556 -2.326
26 H -3.829 1.568 -1.554
27 H -2.337 2.231 0.135
28 H -3.735 3.231 0.439
29 H -0.805 3.446 -1.935
30 H 0.556 5.369 -2.091
31 H 0.354 7.286 -0.831
32 H -0.864 8.543 0.925
33 H -2.621 8.620 2.639
34 H -4.054 6.631 3.014
35 H -3.831 4.667 1.697
36 H -6.184 3.642 -0.013
37 H -6.930 5.686 1.143
38 C 1.855 -1.676 1.668
39 O 2.557 -1.260 0.514
40 C 2.580 -2.225 -0.541
41 C 1.716 -1.780 -1.701
42 N 0.299 -1.817 -1.356
43 C -0.585 -1.159 -2.308
44 C -0.391 0.329 -2.582
45 O -0.723 1.190 -1.494
46 C 0.296 1.297 -0.507
47 H 2.101 -0.978 2.468
48 H 0.768 -1.662 1.524
49 H 2.151 -2.682 1.976
50 H 2.304 -3.218 -0.172
51 H 3.613 -2.289 -0.892
52 H 1.892 -2.446 -2.550
53 H 2.048 -0.772 -1.990
54 H 0.172 -1.398 -0.445
55 H -1.607 -1.289 -1.941
56 H -0.523 -1.688 -3.264
57 H -1.083 0.598 -3.385
58 H 0.615 0.562 -2.950
59 H 1.296 1.254 -0.942
60 H 0.198 0.528 0.260
61 H 0.163 2.261 -0.010
62 C 4.038 -9.939 0.336
63 O 3.599 -9.432 1.580
64 C 4.632 -9.188 2.525
65 C 4.851 -7.706 2.741
66 N 5.438 -7.075 1.566
67 C 5.441 -5.617 1.586
68 C 4.107 -4.883 1.670
69 O 3.297 -4.986 0.512
70 C 2.533 -6.177 0.402
71 H 3.159 -10.294 -0.198
72 H 4.527 -9.173 -0.278
73 H 4.729 -10.777 0.468
74 H 5.561 -9.685 2.230
75 H 4.306 -9.625 3.473
76 H 5.527 -7.569 3.591
77 H 3.879 -7.270 3.010
78 H 4.943 -7.389 0.742
79 H 5.933 -5.286 0.668
80 H 6.068 -5.283 2.419
81 H 4.337 -3.817 1.768
82 H 3.531 -5.159 2.562
83 H 2.208 -6.543 1.378
84 H 3.084 -6.964 -0.118
85 H 1.651 -5.943 -0.196

The calculation puts the total energy at -1636.84813 a.u. The charge is +1. Its largest force on an atom is 1.0 eV/Å.

Atom charges from the Löwdin analysis, given in e for atoms 1 to 6:
1 C -0.0908
2 C -0.0777
3 C -0.0493
4 C -0.2443
5 C -0.1152
6 C -0.1520


(2)
The following is a quantum chemistry calculation of a molecular structure, C32H24BrCuN5O2STe, from the Open Molecules 2025 dataset.

Positions of all 67 atoms, in Å:
1 Cu 0.069 1.726 -1.380
2 Br 6.181 -2.301 -1.186
3 C 4.811 -0.979 -1.345
4 C 3.697 -1.041 -0.519
5 C 2.737 -0.059 -0.602
6 C 2.869 1.008 -1.507
7 C 4.003 1.031 -2.339
8 C 4.962 0.044 -2.265
9 N 1.904 1.964 -1.604
10 C 2.259 3.236 -1.711
11 C 1.289 4.240 -1.866
12 C 1.586 5.612 -2.039
13 C 0.560 6.515 -2.123
14 C -0.765 6.061 -2.050
15 C -0.980 4.703 -1.891
16 N -0.001 3.831 -1.779
17 H 3.588 -1.855 0.183
18 H 1.857 -0.089 0.025
19 H 4.103 1.816 -3.074
20 H 5.824 0.066 -2.916
21 H 3.303 3.513 -1.592
22 H 2.619 5.924 -2.089
23 H 0.766 7.571 -2.250
24 H -1.595 6.751 -2.087
25 H -1.975 4.283 -1.827
26 C 0.081 -2.935 4.559
27 O -0.121 -4.105 3.806
28 C -0.948 -4.028 2.722
29 C -1.124 -5.211 2.001
30 C -1.955 -5.244 0.906
31 C -2.622 -4.088 0.480
32 C -2.444 -2.911 1.215
33 C -1.624 -2.881 2.324
34 N -3.582 -4.238 -0.506
35 N -3.976 -3.348 -1.284
36 C -3.350 -2.154 -1.528
37 C -4.178 -1.035 -1.637
38 C -3.675 0.245 -1.715
39 C -2.295 0.480 -1.790
40 O -1.799 1.663 -1.789
41 C -1.440 -0.674 -1.897
42 N -0.151 -0.419 -2.178
43 C 0.671 -1.422 -2.380
44 C 0.273 -2.756 -2.260
45 C -1.032 -3.041 -1.935
46 C -1.947 -1.988 -1.746
47 H 0.791 -3.206 5.337
48 H -0.849 -2.586 5.017
49 H 0.501 -2.127 3.960
50 H -0.604 -6.097 2.332
51 H -2.107 -6.156 0.349
52 H -2.983 -2.015 0.940
53 H -1.522 -1.947 2.853
54 H -5.244 -1.197 -1.553
55 H -4.349 1.089 -1.699
56 H 1.684 -1.166 -2.662
57 H 0.991 -3.548 -2.428
58 H -1.370 -4.067 -1.856
59 Te -1.257 1.389 0.909
60 C -0.429 1.774 2.823
61 C -0.617 2.869 3.609
62 C -0.035 2.781 4.889
63 C 0.598 1.599 5.093
64 S 0.491 0.589 3.700
65 H -1.178 3.721 3.268
66 H -0.077 3.565 5.627
67 H 1.130 1.257 5.959

The calculation puts the total energy at -6538.78377 a.u. The charge is -1. Its largest force on an atom is 2.8 eV/Å.

Atom charges from the Löwdin analysis, given in e for atoms 1 to 6:
1 Cu 0.1173
2 Br 0.6858
3 C -0.6875
4 C -0.1231
5 C -0.0288
6 C -0.2817


(3)
The following is a quantum chemistry calculation of a molecular structure, C18H38BeFN2O2, from the Open Molecules 2025 dataset.

Positions of all 62 atoms, in Å:
1 Be -0.184 5.565 -0.072
2 F -0.297 3.134 0.307
3 C -1.868 0.055 4.281
4 C -1.267 -0.155 2.916
5 C -1.057 -1.700 2.824
6 C -2.383 -2.378 2.402
7 C -2.990 -1.815 1.104
8 C -3.281 -0.270 1.279
9 N -2.058 0.388 1.811
10 O -2.195 1.764 1.839
11 C -3.738 0.264 -0.111
12 C -4.463 -0.063 2.316
13 C 0.144 0.362 2.828
14 H -2.648 -0.608 4.656
15 H -2.246 1.073 4.372
16 H -1.112 -0.094 5.053
17 H -0.239 -1.918 2.138
18 H -0.796 -2.134 3.789
19 H -3.117 -2.246 3.197
20 H -2.194 -3.451 2.371
21 H -3.926 -2.333 0.892
22 H -2.244 -1.963 0.322
23 H -3.698 1.351 -0.174
24 H -3.167 -0.091 -0.969
25 H -4.767 0.061 -0.405
26 H -4.658 0.993 2.504
27 H -5.395 -0.542 2.013
28 H -4.136 -0.367 3.310
29 H 0.882 -0.116 3.472
30 H 0.201 1.448 2.908
31 H 0.551 0.398 1.817
32 H -1.643 2.090 1.125
33 C 4.155 0.867 -0.249
34 C 3.514 0.458 -1.652
35 C 3.620 -1.125 -1.637
36 C 2.690 -1.819 -2.636
37 C 1.299 -1.361 -2.485
38 C 1.101 0.148 -2.515
39 N 2.087 0.830 -1.574
40 O 1.914 2.206 -1.546
41 C 1.257 0.673 -3.974
42 C -0.372 0.348 -2.077
43 C 4.378 0.974 -2.807
44 H 5.236 0.760 -0.161
45 H 3.686 0.195 0.470
46 H 3.902 1.879 0.069
47 H 4.527 -1.657 -1.922
48 H 3.280 -1.517 -0.678
49 H 2.774 -2.905 -2.678
50 H 2.989 -1.459 -3.621
51 H 0.922 -1.769 -1.548
52 H 0.748 -1.865 -3.280
53 H 0.452 0.258 -4.581
54 H 1.045 1.720 -4.189
55 H 2.135 0.376 -4.547
56 H -0.698 1.332 -2.414
57 H -1.114 -0.349 -2.464
58 H -0.522 0.437 -1.001
59 H 5.448 0.817 -2.668
60 H 4.258 2.040 -3.000
61 H 4.127 0.585 -3.793
62 H 1.154 2.222 -0.960

The calculation puts the total energy at -1082.64345 a.u. The charge is +1. Its largest force on an atom is 3.0 eV/Å.

Atom charges from the Löwdin analysis, given in e for atoms 1 to 6:
1 Be 0.7842
2 F -0.5694
3 C -0.0277
4 C -0.4944
5 C -0.1173
6 C -0.1729


(4)
The following is a quantum chemistry calculation of 2 unconnected molecules or ions with the total composition C4H8N3O2, from the Open Molecules 2025 dataset.

Positions of all 17 atoms, in Å:
1 C 2.064 0.449 0.905
2 C 1.845 0.861 -0.516
3 C -3.260 0.583 -0.056
4 C 0.332 -1.057 -0.163
5 N -2.353 1.268 0.003
6 N -0.918 -1.183 -0.316
7 N 0.764 0.251 0.216
8 O -1.323 1.847 0.340
9 O -1.612 -2.337 -0.661
10 H 2.841 -0.353 1.135
11 H 2.142 1.181 1.661
12 H 1.415 1.911 -0.725
13 H 2.301 0.228 -1.336
14 H -4.367 0.448 -0.060
15 H -0.888 -3.069 -0.664
16 H 1.054 -1.841 -0.313
17 H -0.038 0.811 0.548

The calculation puts the total energy at -471.46778 a.u. The charge is +1. Its largest force on an atom is 4.0 eV/Å.

Atom charges from the Löwdin analysis, given in e for atoms 1 to 6:
1 C -0.0007
2 C -0.0249
3 C 0.1822
4 C -0.0946
5 N -0.1578
6 N 0.0109


(5)
The following is a quantum chemistry calculation of 2 unconnected molecules or ions with the total composition C5H13NO, from the Open Molecules 2025 dataset.

Positions of all 20 atoms, in Å:
1 C -1.812 2.381 -1.755
2 C -1.437 1.059 -1.691
3 C 0.024 0.813 -1.031
4 C -0.229 0.293 0.466
5 C -0.191 -1.251 0.607
6 N -0.876 -1.603 1.857
7 H -2.845 2.557 -1.825
8 H -0.945 3.097 -1.929
9 H -2.130 0.102 -1.899
10 H 0.517 1.798 -1.080
11 H 0.610 0.036 -1.623
12 H 0.585 0.855 1.063
13 H -1.312 0.685 0.782
14 H -0.695 -1.874 -0.294
15 H 0.836 -1.799 0.441
16 H -0.314 -1.747 2.643
17 H -1.878 -1.710 1.869
18 O 3.626 -1.105 1.074
19 H 4.149 -1.571 1.831
20 H 4.317 -1.013 0.494

The calculation puts the total energy at -328.18200 a.u. As for the SMILES: C=CCCCN.O. Its largest force on an atom is 4.8 eV/Å.

Atom charges from the Löwdin analysis, given in e for atoms 1 to 6:
1 C -0.0413
2 C -0.1796
3 C -0.2219
4 C -0.2217
5 C -0.3176
6 N -0.0310


(6)
The following is a quantum chemistry calculation of a molecular structure, C3F2LiOPr, from the Open Molecules 2025 dataset.

Positions of all 8 atoms, in Å:
1 C 0.326 -0.938 0.683
2 F -0.111 -2.053 1.383
3 Li -0.232 0.436 -2.503
4 F -1.518 -1.311 -0.718
5 O 0.532 2.053 0.205
6 C -0.360 -0.570 -0.420
7 C -0.281 1.670 -0.558
8 Pr 1.644 0.712 1.929

As for the multiplicity: 3. The calculation puts the total energy at -912.99176 a.u. The charge is +2. Its largest force on an atom is 2.4 eV/Å.

Atom charges from the Löwdin analysis, given in e for atoms 1 to 6:
1 C -0.3725
2 F -0.0113
3 Li 0.8243
4 F -0.0105
5 O -0.1645
6 C -0.2403